# 1
The following is a DFT calculation (ωB97M-V with the def2-TZVPD basis set) of a 5-piece molecular cluster, C33H73N3O5 overall in a non-equilibrium geometry.

Results
Multiplicity = 2
E_tot = -1841.04716 Eh
Expectation value of S² = 0.75
Charge = +1

Last column: Mulliken spin population.
CARTESIAN COORDINATES (ANGSTROEM)
O  -5.5992  3.4515  0.6430  0.05
O  0.3326  -3.0373  3.1618  0.00
O  4.1828  1.1421  -1.7025  0.00
O  2.6105  -3.4803  0.3490  0.00
O  3.3918  2.2659  2.7455  0.00
N  -0.5617  -2.1182  2.5541  0.00
N  4.1727  0.4699  -2.9224  0.00
N  -6.0443  2.9395  -0.5301  0.77
C  -1.8187  -2.2275  4.8629  0.00
C  -2.2501  -3.7519  2.8086  0.00
C  5.6910  2.5189  3.3022  0.00
C  0.8758  -0.8675  1.1806  0.00
C  2.1621  1.4509  -3.9399  0.00
C  -7.9013  1.7010  0.6353  0.05
C  -0.0629  -0.7474  2.3791  0.00
C  -1.0431  0.4156  1.9821  0.00
C  3.7739  -1.0260  -5.3378  0.00
C  -1.8516  -2.3317  3.2822  0.00
C  0.5612  -0.3040  3.7191  0.00
C  4.3799  2.5593  -4.1317  0.00
C  -5.5087  3.5379  -1.8083  -0.04
C  5.2471  -1.4594  -1.6954  0.00
C  3.6836  -5.4331  1.0063  0.00
C  -7.3332  1.2037  -1.7325  0.01
C  4.1242  -1.0669  -2.7399  0.00
C  -6.4520  1.3473  -2.9544  -0.01
C  4.0925  -3.1031  2.0092  0.00
C  -2.8637  -1.2923  2.7226  0.00
C  3.8497  -3.9180  0.8195  0.00
C  4.3223  0.6056  4.1785  0.00
C  -6.7078  1.5927  -0.3968  -0.04
C  -2.3403  0.1957  2.8290  0.00
C  4.5290  1.5639  3.0500  0.00
C  2.7100  -1.7000  -2.3912  0.00
C  -5.6992  0.4862  0.0405  0.08
C  -6.2481  2.8268  -3.0393  0.01
C  4.4060  -1.7602  -4.1427  0.00
C  4.1412  0.5130  -5.3473  0.00
C  -4.0148  3.1533  -1.8511  0.09
C  -5.6273  5.0745  -1.9307  0.04
C  3.6431  1.2569  -4.0943  0.00
H  -3.7936  -1.3820  3.2842  0.00
H  -0.6651  1.4050  2.2394  0.00
H  -7.1326  3.4444  -3.1955  0.00
H  4.9312  0.9261  2.2628  0.00
H  3.8419  1.0185  -6.2654  0.00
H  -5.2555  0.8070  0.9830  -0.01
H  3.3161  1.0150  -1.3098  0.00
H  3.8057  -2.0570  1.9021  0.00
H  -0.8722  -2.5220  5.3163  0.00
H  4.1280  3.2307  -3.3109  0.00
H  -3.2256  -4.0348  3.2043  0.00
H  -3.1077  -1.7238  1.7519  0.00
H  3.0944  -5.9079  0.2217  0.00
H  5.2326  0.0142  4.2770  0.00
H  -4.8239  0.4297  -0.6066  0.00
H  6.6505  2.0037  3.2571  0.00
H  -2.1262  -3.8432  1.7295  0.00
H  1.1608  0.5934  3.5671  0.00
H  5.1470  -3.1353  2.2833  0.00
H  6.1315  -0.8231  -1.7310  0.00
H  -1.2874  0.4241  0.9199  0.00
H  2.0578  2.0386  -3.0279  0.00
H  5.2220  0.4039  -5.2576  0.00
H  -4.0665  2.0672  -1.7758  -0.01
H  1.5411  0.5802  -3.7294  0.00
H  -2.1290  -1.2971  5.3386  0.00
H  -3.4846  3.5543  -0.9873  0.00
H  -6.2774  -0.4018  0.2962  0.00
H  1.1391  -1.0813  4.2190  0.00
H  -0.2064  -0.0295  4.4426  0.00
H  1.7247  -1.5407  1.2997  0.00
H  -6.6732  5.3299  -1.7607  -0.01
H  -7.9827  0.7642  1.1867  0.00
H  4.6823  -1.4133  -0.7643  0.00
H  -2.2509  0.5319  3.8619  0.00
H  -7.1105  0.9439  -3.7237  0.00
H  2.7331  -1.2429  -5.5782  0.00
H  1.8538  -1.4501  -3.0177  0.00
H  4.2504  -1.3731  -6.2546  0.00
H  -7.7682  2.4851  1.3806  0.00
H  -3.5201  3.4446  -2.7777  0.00
H  5.4537  2.4390  -3.9885  0.00
H  -7.7665  0.2061  -1.8048  0.00
H  -3.1371  0.7630  2.3481  0.00
H  -1.6452  -4.5807  3.1765  0.00
H  3.5767  -3.4566  2.9021  0.00
H  -6.3480  4.0072  0.8714  0.02
H  3.0394  -5.5789  1.8735  0.00
H  5.4572  -2.5109  -1.8913  0.00
H  1.8229  1.9986  -4.8191  0.00
H  -5.5516  0.7594  -2.7764  0.00
H  -5.7072  3.0366  -3.9621  0.00
H  0.3262  -1.2300  0.3119  0.00
H  2.3715  -1.3085  -1.4318  0.00
H  -8.8215  2.0929  0.2021  0.00
H  3.4413  -0.0039  4.3794  0.00
H  5.4882  -1.8389  -4.2453  0.00
H  2.2849  -3.0179  1.1247  0.00
H  5.7990  3.2988  2.5484  0.00
H  2.9771  1.7998  2.0159  0.00
H  0.5066  -3.6144  2.4146  0.00
H  5.6194  2.9692  4.2922  0.00
H  1.3324  0.0361  0.7766  0.00
H  -2.5049  -2.9991  5.2119  0.00
H  4.4569  1.2715  5.0309  0.00
H  4.4727  3.1207  -5.0614  0.00
H  2.6193  -2.7854  -2.3484  0.00
H  -8.2666  1.7494  -1.8707  -0.01
H  -5.4146  5.4240  -2.9410  0.00
H  4.0284  -2.7802  -4.2133  0.00
H  -4.9964  5.5602  -1.1863  0.00
H  4.6002  -5.9804  1.2261  0.00
H  4.6465  -3.6911  0.1111  0.00

=====

# 2
The following is a DFT calculation (ωB97M-V with the def2-TZVPD basis set) of a 10-piece molecular cluster, C33H75FN10O12Si overall in a non-equilibrium geometry.

Results
SMILES string = CCOCCOC[Si@@H](F)N=C=O.CNC(C)=O.CNC(C)=O.CNC(C)=O.CNC(C)=O.CNC(C)=O.CNC(C)=O.CNC(C)=O.CNC(C)=O.CNC(C)=O
E_tot = -3142.39174 Eh

Last column: Löwdin charge in e.
CARTESIAN COORDINATES (ANGSTROEM)
Si  -3.6276  -2.2766  0.5142  0.55
F  -4.9197  -2.2076  1.4767  -0.15
O  3.6027  -9.2284  -2.6531  0.01
O  -1.3764  -0.6559  0.4293  -0.19
O  -4.1872  -5.2948  -1.2275  0.17
O  -3.2750  1.1160  9.3631  0.01
O  -6.3205  2.7287  6.4092  -0.02
O  -0.9085  6.1250  -4.2912  0.01
O  -3.2716  1.6970  2.6314  0.01
O  3.8305  -5.0424  -1.2550  0.01
O  2.3798  5.4058  -8.4192  0.02
O  1.4480  1.5790  -3.3236  0.02
O  1.6891  -1.5455  -0.1974  -0.18
O  3.5508  -0.0075  4.8010  0.01
N  -6.0196  1.8658  8.4527  0.03
N  4.5856  5.1976  -8.7398  0.01
N  -5.3838  1.2589  3.2461  0.02
N  -0.7024  7.1200  -6.2807  0.01
N  5.3316  -10.4816  -1.9912  0.02
N  -1.0580  0.8174  9.2536  0.02
N  -4.0103  -2.9243  -1.0836  0.06
N  4.9787  -6.0054  -2.9191  0.01
N  -0.7490  1.8879  -3.6517  0.01
N  2.2670  0.2118  2.9693  0.03
C  -2.0698  2.6443  7.9694  0.01
C  -2.1922  1.4732  8.9135  -0.53
C  -6.1111  1.7997  9.8975  -0.07
C  -6.6568  1.4516  3.9313  -0.08
C  0.6352  -0.9481  -0.9367  -0.19
C  1.0163  0.3159  2.2311  -0.06
C  1.2831  6.0837  -5.2889  0.01
C  -0.7611  -1.4664  -0.5618  -0.20
C  5.1742  -6.8362  -4.0902  -0.09
C  0.3043  1.0880  8.8265  -0.06
C  -4.2793  3.2685  4.1209  0.00
C  -2.0100  2.6062  -3.6015  -0.07
C  3.4021  7.0523  -9.8253  -0.01
C  -2.7778  -0.6004  0.3237  -0.28
C  4.1749  -10.3109  -2.6743  -0.52
C  3.4014  5.8274  -8.9415  -0.54
C  1.9890  -2.8850  -0.6127  -0.24
C  5.8917  5.5442  -9.2686  -0.07
C  6.1518  -11.6752  -1.8932  -0.07
C  2.4349  0.0628  4.3031  -0.56
C  1.7069  -3.8077  0.5909  -0.06
C  -0.0362  7.5818  -7.4859  -0.08
C  2.5797  -6.4627  -2.7248  0.00
C  0.4675  2.3001  -3.2055  -0.55
C  -7.2327  3.9795  8.2387  0.00
C  -4.0441  -4.1453  -1.1454  -0.43
C  0.5360  3.6647  -2.5714  -0.01
C  -6.4936  2.8153  7.6250  -0.52
C  1.1816  -0.0153  5.1467  -0.01
C  -0.1837  6.4331  -5.2321  -0.53
C  -4.2640  2.0218  3.2774  -0.54
C  3.8259  -5.7792  -2.2328  -0.52
C  3.6328  -11.4875  -3.4468  0.00
H  -0.6294  -2.4799  -0.1668  0.10
H  2.3517  -6.1491  -3.7459  0.09
H  -3.1074  -0.1852  -0.6433  0.09
H  -3.1875  0.0454  1.1112  0.06
H  0.9247  1.2986  9.6985  0.09
H  -0.5217  7.1365  -8.3553  0.09
H  7.1527  -11.4640  -2.2723  0.08
H  0.8095  -1.1503  -2.0004  0.12
H  0.6510  -4.0949  0.6308  0.06
H  4.0456  7.8274  -9.4072  0.09
H  5.5556  -6.2270  -4.9130  0.08
H  3.0065  -2.9918  -0.9670  0.10
H  2.7108  -7.5529  -2.6861  0.04
H  6.2337  -11.9779  -0.8484  0.08
H  -5.2919  0.4480  2.6538  0.12
H  -1.3593  -1.4891  -1.4816  0.12
H  0.7037  0.2101  8.3189  0.07
H  0.2262  4.4282  -3.2849  0.04
H  -1.6846  7.3194  -6.1766  0.14
H  -7.5453  4.6511  7.4446  0.08
H  1.4701  -0.1361  6.1867  0.06
H  4.2445  -7.3030  -4.3935  0.07
H  1.2744  -3.1806  -1.3896  0.11
H  0.9987  1.2686  1.6980  0.09
H  -0.7366  0.9683  -4.0632  0.13
H  -3.3130  3.7576  4.0280  0.08
H  -6.6330  0.8867  10.1894  0.09
H  -1.6537  2.3246  7.0133  0.08
H  6.2798  4.7138  -9.8605  0.08
H  5.8383  6.4279  -9.8949  0.07
H  -1.4371  3.4207  8.4011  0.09
H  -1.2141  0.0471  9.8846  0.14
H  4.3437  -11.8053  -4.2103  0.09
H  -5.5349  1.1185  7.9802  0.14
H  0.9615  -0.4911  1.5078  0.05
H  1.5529  5.5434  -4.3889  0.06
H  -1.8863  3.5810  -3.1423  0.07
H  0.1599  0.2621  2.8936  0.08
H  0.3445  1.9349  8.1507  0.08
H  1.4925  5.4532  -6.1537  0.07
H  4.5129  4.3895  -8.1412  0.14
H  3.1313  0.2508  2.4524  0.14
H  -2.6838  -3.2250  1.1392  0.03
H  0.5762  -0.8724  4.8503  0.09
H  5.6319  -9.6547  -1.4977  0.14
H  -0.1277  8.6687  -7.5491  0.08
H  1.8876  6.9900  -5.3433  0.09
H  1.5611  3.8581  -2.2660  0.09
H  5.7745  -5.5176  -2.5395  0.14
H  2.3883  7.4367  -9.8873  0.08
H  -3.0603  3.0566  7.7967  0.07
H  5.7238  -12.4917  -2.4640  0.07
H  -6.5841  4.5255  8.9243  0.08
H  1.7497  -6.1788  -2.0821  0.08
H  -6.8541  0.5853  4.5634  0.08
H  6.5819  5.7347  -8.4454  0.08
H  3.4206  -12.3209  -2.7765  0.09
H  -5.1068  1.7758  10.3083  0.06
H  2.7096  -11.1878  -3.9329  0.08
H  -2.3955  2.7415  -4.6134  0.08
H  3.7414  6.8002  -10.8304  0.09
H  -6.6450  2.6561  10.2976  0.07
H  0.7022  0.1357  -0.8275  0.12
H  0.5939  0.8983  5.0470  0.08
H  5.9048  -7.6179  -3.8706  0.07
H  -2.7379  2.0297  -3.0265  0.08
H  -5.0548  3.9539  3.7781  0.09
H  2.2956  -4.7205  0.5568  0.05
H  -8.1176  3.6329  8.7729  0.08
H  -4.4569  3.0204  5.1644  0.05
H  1.8927  -3.2300  1.4991  0.07
H  -0.1049  3.7088  -1.6897  0.09
H  1.0129  7.3094  -7.4955  0.05
H  -6.6720  2.3422  4.5534  0.04
H  -7.4441  1.5254  3.1759  0.08

=====

> What is the formula in the first record?

C33H73N3O5

=====

> The highest E_tot belongs to which entry?

C33H73N3O5

=====

> The lowest E_tot belongs to which entry?

C33H75FN10O12Si